Molecular formula: C4H11N3
Method: DFT, wB97M-V/def2-TZVPD

Structure (XYZ):
```
18
Properties=species:S:1:pos:R:3:mulliken_charge:R:1
C -1.01270 -1.00038 1.09838 -1.41
C -0.93347 1.38639 0.17026 -1.53
C -1.03781 -0.78271 -1.33121 -1.44
C -0.47230 -0.11490 -0.06285 1.22
N 1.09137 -0.22664 0.05501 -0.07
N 1.86858 0.70542 -0.17069 -0.08
N 3.13365 0.53567 0.23040 -0.56
H -2.10871 -0.93039 1.09601 0.37
H -0.55130 -1.99822 0.88777 0.35
H -0.47967 -0.52852 1.92672 0.39
H -0.96181 1.58236 1.19156 0.39
H -1.89771 1.47728 -0.22812 0.39
H -0.25106 2.00614 -0.30532 0.47
H -2.09033 -0.80200 -1.36500 0.42
H -0.76871 -0.18198 -2.29284 0.31
H -0.75972 -1.84084 -1.58772 0.34
H 3.33127 -0.43578 0.64190 0.23
H 3.90044 1.14911 0.04575 0.19
```

## Properties
ΔE to the lowest compared entry with this formula, charge and spin = 0.0 kJ/mol
Spin multiplicity = 3
DFT total energy = -323.06540 Eh

Molecular formula: C4H11N3O
Method: DFT, wB97M-V/def2-TZVPD

Structure (XYZ):
```
19
Properties=species:S:1:pos:R:3:mulliken_charge:R:1
O 1.03857 -0.35559 2.49476 -0.73
C -0.06417 1.01515 -0.23048 -0.36
N 0.24762 0.89287 -1.60357 -0.42
C 1.31479 0.05230 -1.91994 -0.25
N 0.85185 -1.31797 -1.81903 -0.47
C -1.23415 0.09965 0.22657 0.81
C -1.42053 0.24642 1.71583 -1.09
N -1.92108 -0.54131 -0.69628 -0.84
H 0.77896 0.86849 0.49697 0.24
H 2.18010 0.14468 -1.18280 0.33
H 1.66116 0.24280 -2.97333 0.24
H 1.55084 -1.92511 -1.34367 0.27
H -0.10003 -1.43797 -1.45196 0.37
H -0.51684 1.99851 0.16979 0.36
H -0.67259 0.92836 2.11580 0.42
H -1.19428 -0.70930 2.28776 0.27
H -2.52516 0.55192 2.07655 0.28
H -1.56108 -0.14045 -1.56455 0.35
H 1.58603 -0.61345 3.20158 0.20
```

## Properties
ΔE to the lowest compared entry with this formula, charge and spin = 917.7 kJ/mol
DFT total energy = -398.20462 Eh

Molecular formula: C4H11N3O
Method: DFT, wB97M-V/def2-TZVPD

Structure (XYZ):
```
19
Properties=species:S:1:pos:R:3:mulliken_charge:R:1
H -0.95641 -2.61165 -1.08400 0.18
N -0.84078 -1.60515 -0.97225 -0.61
C -0.98963 -1.20960 0.22896 0.37
N -1.08956 -2.02667 1.33359 -0.41
C -0.78234 0.24521 0.54914 -0.14
C -1.13492 1.18737 -0.51992 -1.06
H -1.19496 -3.01998 1.20105 0.19
H -1.22728 -1.62529 2.24582 0.18
H 0.44307 0.29839 0.60397 0.13
H -1.17350 0.52121 1.53019 0.37
H -0.03182 1.28670 -1.14215 0.28
H -1.88637 0.84214 -1.21802 0.37
H -1.35024 2.19373 -0.16834 0.34
H 1.45943 0.55283 -2.08910 0.30
N 1.51255 1.18582 -1.29669 -0.80
C 1.93701 0.59173 -0.21341 0.06
O 2.53163 1.35394 0.74800 -0.47
H 2.30120 -0.43720 -0.19456 0.39
H 2.47292 2.27646 0.45772 0.35
```

## Properties
ΔE to the lowest compared entry with this formula, charge and spin = 283.1 kJ/mol
Structure (SMILES) = [H]/N=C(\N)CC.[H]/N=C/O
DFT total energy = -398.44634 Eh

Molecular formula: C4H11N3O
Method: DFT, wB97M-V/def2-TZVPD

Structure (XYZ):
```
19
Properties=species:S:1:pos:R:3:mulliken_charge:R:1
C 1.14341 0.84261 -0.12095 -0.39
C 0.27058 -1.26663 1.20581 -1.45
C -0.01599 0.08891 0.61574 1.26
C -1.34781 0.29860 0.02728 0.22
N -1.82548 -0.68228 -0.65264 -0.70
N -1.78842 1.59170 -0.00919 -0.41
N 2.49466 0.44583 -0.16400 -0.57
O 0.65287 1.23187 1.12272 -0.59
H -2.75850 -0.52095 -1.02163 0.14
H -0.51052 -1.26611 -1.75164 -0.13
H -1.29455 2.27288 0.54517 0.23
H -2.63354 1.82001 -0.50659 0.20
H 2.77429 -0.04824 0.67442 0.28
H 2.69999 -0.09821 -0.99177 0.26
H 0.87021 1.50702 -0.93742 0.46
H 0.27211 -1.40398 -2.08650 0.14
H -0.59388 -1.60456 1.79307 0.33
H 0.44131 -1.97545 0.41326 0.20
H 1.14926 -1.23306 1.84487 0.51
```

## Properties
ΔE to the lowest compared entry with this formula, charge and spin = 301.8 kJ/mol
DFT total energy = -398.43922 Eh

Molecular formula: C4H11N3O
Method: DFT, wB97M-V/def2-TZVPD

Structure (XYZ):
```
19
Properties=species:S:1:pos:R:3:mulliken_charge:R:1
C -0.76184 -0.61113 1.41207 -0.81
C -0.86505 -0.88275 -0.17463 0.00
C -1.48407 0.48035 -0.70727 -0.30
O -2.89012 0.36258 -0.45293 -0.50
N 0.36096 -1.44049 -0.81852 -0.48
C 1.55575 -1.06415 -0.62153 0.15
N 2.29443 0.05231 -0.17681 -0.13
N 1.99730 1.47131 0.01146 -0.56
H -0.08313 0.37746 1.37964 0.01
H -0.14369 -1.39356 1.96773 0.28
H -1.75972 -0.31399 1.90939 0.29
H -1.77673 -1.54446 -0.36031 0.31
H -0.97159 1.34439 -0.04907 0.16
H -1.11651 0.45551 -1.76182 0.29
H -3.25799 1.30770 -0.77011 0.34
H 2.39127 -2.04854 -0.61054 0.12
H 3.37595 -0.28394 0.05016 0.27
H 1.31379 1.71525 0.71249 0.31
H 1.82100 2.01614 -0.93939 0.27
```

## Properties
ΔE to the lowest compared entry with this formula, charge and spin = 551.5 kJ/mol
Structure (SMILES) = C[C@@H](CO)/N=C\NN
DFT total energy = -398.34411 Eh

Molecular formula: C4H11N3O
Method: DFT, wB97M-V/def2-TZVPD

Structure (XYZ):
```
19
Properties=species:S:1:pos:R:3:mulliken_charge:R:1
C 0.96220 -0.10760 1.19232 -0.90
N 0.87994 -1.22857 0.29757 0.11
C -0.02156 -2.42390 0.71862 -0.91
O 1.27491 -1.25767 -1.05659 -0.46
H 1.38526 -0.44419 2.13718 0.33
H 1.50304 0.70960 0.71466 0.30
H -0.05870 0.16163 1.48942 0.32
H 0.32819 -3.27086 0.13429 0.28
H 0.18835 -2.61606 1.76649 0.36
H -1.08773 -2.23377 0.57820 0.26
H 2.21963 -1.07814 -1.14382 0.31
N -1.03894 0.05926 -2.11833 -0.61
C -0.91494 0.75814 -1.10721 0.48
C -1.32317 1.84137 -0.45799 -0.53
N -0.51155 2.97646 -0.16245 -0.49
H -0.40574 -0.73389 -2.21113 0.36
H -2.28201 1.85601 0.04249 0.32
H -1.08574 3.74370 0.17426 0.24
H -0.01144 3.28850 -0.98800 0.23
```

## Properties
ΔE to the lowest compared entry with this formula, charge and spin = 581.9 kJ/mol
Structure (SMILES) = CN(C)O.N=C=CN
DFT total energy = -398.33253 Eh

Molecular formula: C4H11N3O
Method: DFT, wB97M-V/def2-TZVPD

Structure (XYZ):
```
19
Properties=species:S:1:pos:R:3:mulliken_charge:R:1
C -0.01199 -0.70824 -0.63303 0.68
C -1.44989 -0.78779 -0.21925 -1.08
C 0.53317 0.67125 1.56106 -0.89
C 0.71219 -1.99662 -0.85184 -1.38
N 0.48699 0.37818 -1.25553 0.29
O -0.04120 3.10024 0.67289 -0.47
N -0.26453 1.75589 0.26338 0.20
N 0.40007 1.64491 -0.87816 -0.94
H -0.93313 3.47301 0.68441 0.36
H 1.25349 0.25682 -1.90634 0.26
H 1.10847 -2.36623 0.10141 0.25
H -2.06709 -1.08263 -1.07697 0.36
H -1.81348 0.16118 0.16615 0.38
H -1.57150 -1.55749 0.54872 0.31
H 0.13096 -0.28718 1.86676 0.31
H 1.61029 0.60406 1.40974 0.28
H 0.29893 1.40300 2.32903 0.38
H 1.56374 -1.88983 -1.52841 0.39
H 0.05450 -2.77253 -1.25401 0.32
```

## Properties
ΔE to the lowest compared entry with this formula, charge and spin = 661.7 kJ/mol
DFT total energy = -398.30213 Eh

Molecular formula: C4H11N3O
Method: DFT, wB97M-V/def2-TZVPD

Structure (XYZ):
```
19
Properties=species:S:1:pos:R:3:mulliken_charge:R:1
C -1.49821 -1.70823 0.46171 -0.77
N -1.70658 -0.99234 -0.77134 -0.36
C -0.79358 -1.18419 -1.65443 0.03
N 0.48137 -1.87977 -1.60729 -0.62
H -2.42949 -2.27515 0.67313 0.31
H -1.41520 -1.02875 1.28956 0.24
H -0.56576 -2.28722 0.51872 0.33
H -0.92084 -0.75175 -2.67483 0.33
H 0.46977 -2.58657 -2.34033 0.24
H 1.20450 -1.23520 -1.93153 0.27
N 0.38354 1.65503 2.03484 -0.66
C 1.09174 1.33794 0.79750 0.26
C 0.60098 2.38062 -0.19787 0.03
O 1.34488 3.05225 -0.93005 -0.51
H 0.50768 0.89093 2.71517 0.22
H 0.86274 2.46346 2.51752 0.25
H 0.66128 0.40549 0.46128 -0.19
H 2.21400 1.27835 0.83423 0.24
H -0.49280 2.46509 -0.19601 0.37
```

## Properties
ΔE to the lowest compared entry with this formula, charge and spin = 272.2 kJ/mol
Structure (SMILES) = C/N=C\N.NCC=O
DFT total energy = -398.45048 Eh

Molecular formula: C4H11N3O
Method: DFT, wB97M-V/def2-TZVPD

Structure (XYZ):
```
19
Properties=species:S:1:pos:R:3:mulliken_charge:R:1
N 1.74436 -1.56086 -1.02829 -0.61
C 1.66551 -0.80634 0.23013 -0.46
C 0.18882 -0.54278 0.56435 -0.61
C -0.33054 0.78058 -0.02634 0.02
N 0.28919 1.99387 0.48434 -0.64
C -1.83162 0.82847 0.17665 0.32
N -2.58559 0.46493 -0.90905 -0.42
O -2.33764 1.15627 1.23102 -0.62
H 2.70669 -1.78912 -1.24333 0.21
H 1.22661 -2.43953 -1.00562 0.20
H 2.23788 0.08775 0.00138 0.35
H 2.07499 -1.34742 1.07443 0.30
H 0.03619 -0.50814 1.64899 0.32
H -0.37962 -1.36907 0.14262 0.36
H -0.14986 0.75407 -1.09849 0.22
H 1.25542 1.79357 0.72011 0.27
H -0.13787 2.27020 1.36569 0.29
H -3.55378 0.28628 -0.69441 0.26
H -2.11913 -0.05274 -1.63419 0.24
```

## Properties
ΔE to the lowest compared entry with this formula, charge and spin = 51.8 kJ/mol
Structure (SMILES) = NCC[C@H](N)C(N)=O
DFT total energy = -398.53442 Eh

Molecular formula: C4H11N3O
Method: DFT, wB97M-V/def2-TZVPD

Structure (XYZ):
```
19
Properties=species:S:1:pos:R:3:mulliken_charge:R:1
C 1.55020 -0.29446 -1.86335 -0.62
C 0.26162 0.26400 0.11689 0.53
C -0.04554 1.35604 1.19036 -0.92
C -1.52313 -1.16758 0.88317 -0.84
H 3.01806 -0.62660 -1.65424 0.20
H 0.97276 -1.69092 -2.36710 0.07
H 1.58101 0.54353 -2.73544 0.32
H -0.45740 0.76851 1.99733 0.52
H 1.00481 1.43647 1.37592 0.26
H -2.00049 2.55925 1.69338 0.26
H -0.79109 2.54599 -0.55840 0.32
H -1.25050 -1.55407 1.94086 0.35
H -1.98539 -0.11511 1.33320 0.23
H -2.28888 -1.81502 0.36104 0.25
H -0.01798 -2.40736 -1.18325 0.31
N 1.03018 0.67667 -0.89869 -0.42
N -0.71281 2.64103 0.76239 -0.55
N -0.43342 -0.91659 0.01133 0.15
O 0.19607 -2.17506 -0.16137 -0.42
```

## Properties
ΔE to the lowest compared entry with this formula, charge and spin = 1273.3 kJ/mol
DFT total energy = -398.06920 Eh

Molecular formula: C4H11N3O
Method: DFT, wB97M-V/def2-TZVPD

Structure (XYZ):
```
19
Properties=species:S:1:pos:R:3:mulliken_charge:R:1
C -0.15656 1.17452 -1.25542 -1.04
C -0.12387 -0.23952 -0.73982 -0.07
C -1.57940 -0.71199 -0.57031 -1.12
C 0.79984 -0.14492 1.65102 0.18
H -0.85096 1.31979 -2.01557 0.40
H -0.27855 1.88116 -0.35495 0.23
H 0.92876 1.13433 -1.81448 0.25
H 0.15914 -0.83459 -1.57755 0.56
H -1.61132 -1.68329 0.16131 0.27
H -1.92657 -1.05815 -1.83346 0.28
H -2.19710 0.05109 -0.07550 0.26
H 2.46335 -0.16505 -0.46012 0.23
H 2.10231 -1.80772 -0.42609 0.25
H 1.89993 -0.41840 2.08421 0.34
H -1.54314 1.44054 2.47304 0.31
N 0.74046 -0.66819 0.37270 0.14
N 2.09356 -0.87291 0.04398 -0.64
N 0.06515 0.48594 2.51284 -0.54
O -0.98505 1.11735 1.82419 -0.32
```

## Properties
ΔE to the lowest compared entry with this formula, charge and spin = 613.5 kJ/mol
DFT total energy = -398.32049 Eh

Molecular formula: C4H11N3O2
Method: DFT, wB97M-V/def2-TZVPD

Structure (XYZ):
```
20
Properties=species:S:1:pos:R:3:mulliken_charge:R:1
H 2.46821 1.06768 2.48429 0.23
N 2.02720 0.37057 1.89572 -0.71
C 0.95361 0.72165 1.32375 0.38
N 0.36489 1.93168 1.32656 -0.04
N -0.92492 2.24446 0.85780 -0.75
C 0.29847 -0.45287 0.42626 0.47
O -0.98305 -0.56900 1.03678 -0.52
O 1.03101 -1.60225 0.70430 -0.63
C 0.11760 -0.48499 -1.21294 -0.35
C -1.11293 -1.31424 -1.54096 -1.17
H 0.72875 2.62195 1.97370 0.22
H -0.95651 2.12359 -0.15386 0.30
H -1.59713 1.59119 1.25956 0.34
H -1.06512 -1.48519 1.32811 0.30
H 1.75392 -1.33489 1.30341 0.37
H 0.02156 0.52711 -1.60208 0.27
H 1.02212 -0.94406 -1.59683 0.33
H -1.01052 -2.31687 -1.13382 0.26
H -1.23285 -1.38622 -2.62064 0.42
H -2.00861 -0.85988 -1.12312 0.28
```

## Properties
ΔE to the lowest compared entry with this formula, charge and spin = 221.6 kJ/mol
Structure (SMILES) = [H]/N=C(\NN)C(O)(O)CC
DFT total energy = -473.71836 Eh

Q: DFT total energy of number 9 (C4H11N3O)?
A: -398.53442 Eh